## 1
A molecular structure, C2H4ClNS. Source: OMol25; level of theory: ωB97M-V/def2-TZVPD.

Results
* M: 109.6 g mol⁻¹
* LUMO (alpha / beta): -0.5 / -0.2 eV
* total charge: 0
* Kohn-Sham gap (alpha / beta): 7.22 / 8.60 eV

```
9
C2H4ClNS ωB97M-V/def2-TZVPD
C -0.220 1.043 1.598
C -0.374 -0.690 -1.077
N 0.457 -1.012 0.048
S 1.164 1.736 1.563
Cl 1.980 -0.374 -0.051
H -1.184 1.169 2.029
H -1.392 -0.957 -0.794
H -0.338 0.368 -1.360
H -0.093 -1.283 -1.956
```

***

## 2
A single C2H4ClNS molecule. Source: OMol25; level of theory: ωB97M-V/def2-TZVPD.

Results
* M: 109.6 g mol⁻¹
* LUMO: 0.2 eV
* total charge: 0
* Kohn-Sham gap: 9.12 eV

```
9
C2H4ClNS ωB97M-V/def2-TZVPD
C -0.252 1.104 -0.041
N -0.451 -0.308 0.150
Cl -1.899 -1.019 -0.046
C 0.734 -1.160 -0.028
S 2.259 -0.660 -0.230
H -1.262 1.481 -0.368
H -0.160 1.400 1.037
H 0.577 1.374 -0.651
H 0.454 -2.213 0.177
```

***

2 wins, 3.124 eV ahead of the next structure.

***

## 1
2 unconnected molecules or ions with the total composition C3H10N2O. Source: OMol25; level of theory: ωB97M-V/def2-TZVPD.

Results
* M: 90.1 g mol⁻¹
* LUMO (alpha / beta): 4.2 / 4.0 eV
* ⟨S²⟩: 0.75
* total charge: -1
* Kohn-Sham gap (alpha / beta): 3.07 / 7.90 eV
* 2S+1: 2

```
16
C3H10N2O ωB97M-V/def2-TZVPD
C -1.912 0.847 1.056
C -0.872 0.557 0.006
C 0.380 0.103 0.237
N 1.330 -0.141 -0.806
N -1.322 1.002 -1.276
H -2.582 1.701 0.942
H -1.448 0.853 2.046
H -2.623 0.006 1.057
H 0.700 0.221 1.278
H 1.041 -0.030 -1.776
H 2.112 0.506 -0.756
H -2.107 0.427 -1.581
H -0.648 0.977 -2.023
H 2.206 -2.781 0.091
H 2.754 -1.673 0.876
O 2.991 -2.575 0.628
```

***

## 2
2 unconnected molecules or ions with the total composition C3H10N2O. Source: OMol25; level of theory: ωB97M-V/def2-TZVPD.

Results
* M: 90.1 g mol⁻¹
* LUMO (alpha / beta): 4.1 / 4.1 eV
* ⟨S²⟩: 0.75
* total charge: -1
* Kohn-Sham gap (alpha / beta): 2.88 / 8.29 eV
* 2S+1: 2

```
16
C3H10N2O ωB97M-V/def2-TZVPD
C 2.251 0.072 0.111
C 0.834 0.514 0.317
C -0.147 -0.329 0.663
N -1.448 0.179 0.998
N 0.561 1.818 -0.120
H 2.885 0.807 -0.367
H 2.268 -0.860 -0.465
H 2.677 -0.308 1.046
H 0.163 -1.362 0.788
H -2.131 -0.390 0.542
H -1.594 0.085 1.996
H 1.295 2.354 -0.536
H -0.218 2.258 0.337
H -1.794 -2.370 -2.340
H -0.926 -1.326 -1.604
O -1.755 -1.831 -1.534
```

***

2 wins, 0.099 eV ahead of the next structure.

***

## 1
2 unconnected molecules or ions with the total composition C9H11N4. Source: OMol25; level of theory: ωB97M-V/def2-TZVPD.

Results
* M: 175.2 g mol⁻¹
* LUMO (alpha / beta): -4.2 / -4.2 eV
* total charge: +1
* Kohn-Sham gap (alpha / beta): 7.48 / 7.49 eV

```
24
C9H11N4 ωB97M-V/def2-TZVPD
C -1.915 -0.263 -3.537
C -0.851 0.601 -3.834
C 1.547 0.498 2.841
C -0.253 -0.084 1.359
C -1.489 -1.088 -2.532
C 0.165 0.273 -2.977
C 2.476 0.308 1.864
C 0.140 0.406 2.651
C 0.744 -0.360 0.473
N -0.195 -0.851 -2.240
N 2.047 -0.251 0.658
N -0.678 0.596 3.642
N 0.631 -1.439 -1.400
H -2.870 -0.139 -3.807
H -0.732 1.234 -4.648
H 2.031 0.742 3.816
H -1.286 -0.136 1.101
H -1.895 -2.021 -2.261
H 1.169 0.446 -3.119
H 3.529 0.498 2.248
H 2.550 -0.345 -0.178
H -0.266 0.964 4.479
H -1.715 0.432 3.799
H 0.231 -2.282 -1.124
```

***

## 2
A gas-phase ion, C9H11N4 (charge +1). Source: OMol25; level of theory: ωB97M-V/def2-TZVPD.

Results
* M: 175.2 g mol⁻¹
* LUMO (alpha / beta): -3.7 / -7.0 eV
* total charge: +1
* Kohn-Sham gap (alpha / beta): 8.97 / 4.19 eV

```
24
C9H11N4 ωB97M-V/def2-TZVPD
C -0.419 -1.013 1.187
C 0.523 -1.538 2.008
C 1.329 0.669 0.663
C 0.031 0.089 0.409
C 2.299 -0.064 1.469
C 0.188 2.084 -0.405
C -1.934 0.710 -0.763
C -1.620 0.198 -2.101
C -1.764 -1.153 -2.512
N 1.739 -1.125 2.192
N 1.412 1.893 0.045
N 3.552 0.242 1.894
N -0.674 1.071 -0.265
H -1.419 -1.495 1.141
H 0.237 -2.272 2.796
H 0.022 3.055 -0.774
H -2.638 1.575 -0.901
H -2.426 0.011 -0.128
H -1.075 0.838 -2.735
H -1.426 -1.771 -1.540
H -1.093 -1.297 -3.341
H -2.759 -1.529 -2.586
H 4.005 1.075 1.577
H 3.909 -0.255 2.669
```

***

2 wins, 1.019 eV ahead of the next structure.

***

## 1
A single C6H12OS molecule. Source: OMol25; level of theory: ωB97M-V/def2-TZVPD.

Results
* M: 132.2 g mol⁻¹
* LUMO: 0.7 eV
* total charge: 0
* Kohn-Sham gap: 9.48 eV

```
20
C6H12OS ωB97M-V/def2-TZVPD
C 1.641 1.540 -0.807
C 0.140 1.362 -0.492
C -0.496 0.325 -0.014
C -1.996 0.320 0.225
O -2.581 -0.748 -0.509
C 0.077 -1.061 0.403
C 1.171 -1.002 1.524
S 0.719 -1.932 -1.108
H 2.202 1.932 0.014
H 2.129 0.587 -1.023
H 1.758 2.260 -1.676
H -0.509 2.189 -0.790
H -2.494 1.256 -0.066
H -2.143 0.143 1.303
H -2.514 -0.591 -1.449
H -0.750 -1.721 0.699
H 0.641 -0.614 2.415
H 1.536 -2.002 1.730
H 1.969 -0.340 1.295
H -0.501 -1.902 -1.673
```

***

## 2
A single C6H12OS molecule. Source: OMol25; level of theory: ωB97M-V/def2-TZVPD.

Results
* M: 132.2 g mol⁻¹
* LUMO: 0.9 eV
* total charge: 0
* Kohn-Sham gap: 9.42 eV

```
20
C6H12OS ωB97M-V/def2-TZVPD
C 0.774 -1.472 -1.723
O 0.675 -0.089 -1.292
C -0.165 0.204 -0.249
S 0.038 1.962 0.096
C 1.741 2.105 0.558
C -1.673 0.089 -0.287
C -1.710 -0.486 1.108
C -0.150 -0.710 1.010
H 1.367 -2.083 -1.037
H -0.273 -1.774 -1.933
H 1.326 -1.395 -2.700
H 1.902 3.105 0.979
H 2.474 2.005 -0.270
H 1.796 1.300 1.407
H -1.925 -0.664 -1.072
H -2.295 0.994 -0.470
H -2.489 -1.286 1.287
H -1.947 0.294 1.815
H 0.159 -1.691 0.864
H 0.375 -0.407 1.907
```

***

1 wins, 0.878 eV ahead of the next structure.

***

## 1
A single C13H19N molecule. Source: OMol25; level of theory: ωB97M-V/def2-TZVPD.

Results
* M: 189.3 g mol⁻¹
* LUMO: 1.0 eV
* total charge: 0
* Kohn-Sham gap: 9.61 eV

```
33
C13H19N ωB97M-V/def2-TZVPD
C 1.356 2.891 2.021
C 0.359 1.795 1.874
C -1.001 2.455 2.057
C 0.531 1.195 0.491
C -0.419 0.071 0.202
N -0.255 -0.848 1.310
C -0.783 -2.156 1.057
C -0.157 -2.906 -0.071
C -0.034 -2.051 -1.329
C 0.099 -2.597 -2.627
C 0.235 -1.780 -3.754
C 0.164 -0.362 -3.599
C 0.023 0.159 -2.325
C -0.100 -0.596 -1.138
H 2.445 2.639 2.007
H 1.060 3.770 1.399
H 1.203 3.362 2.991
H 0.370 0.927 2.540
H -1.265 3.137 1.118
H -1.733 1.673 2.195
H -1.133 3.038 3.004
H 0.284 2.014 -0.260
H 1.546 0.845 0.346
H -1.424 0.491 0.084
H 0.800 -0.813 1.556
H -0.686 -2.788 2.000
H -1.939 -2.099 0.924
H -0.824 -3.713 -0.301
H 0.852 -3.297 0.323
H 0.117 -3.737 -2.690
H 0.237 -2.226 -4.687
H 0.078 0.252 -4.511
H -0.009 1.253 -2.202
```

***

## 2
2 unconnected molecules or ions with the total composition C13H19N. Source: OMol25; level of theory: ωB97M-V/def2-TZVPD.

Results
* M: 189.3 g mol⁻¹
* LUMO: 0.9 eV
* total charge: 0
* Kohn-Sham gap: 8.80 eV

```
33
C13H19N ωB97M-V/def2-TZVPD
C 2.404 0.606 2.671
C 1.344 1.267 1.790
C 0.052 0.560 1.590
C -0.324 -0.703 1.931
N -1.492 -1.030 1.253
C -1.824 -0.026 0.381
C -2.742 -0.007 -0.672
C -2.792 1.140 -1.430
C -1.915 2.214 -1.236
C -1.002 2.147 -0.198
C -0.903 1.027 0.617
H 2.047 0.396 3.654
H 3.295 1.225 2.612
H 2.635 -0.394 2.290
H 1.175 2.294 2.137
H 1.854 1.488 0.842
H -0.058 -1.369 2.733
H -1.857 -1.961 1.210
H -3.443 -0.821 -0.769
H -3.552 1.205 -2.201
H -1.981 3.087 -1.863
H -0.258 2.937 -0.182
C 2.811 -1.017 -2.781
C 2.080 -2.309 -2.396
C 1.750 -2.350 -0.896
H 3.667 -1.229 -3.443
H 2.303 -0.226 -3.329
H 3.363 -0.611 -1.934
H 2.808 -3.107 -2.561
H 1.287 -2.511 -3.114
H 1.977 -3.287 -0.405
H 0.681 -2.215 -0.708
H 2.278 -1.574 -0.416
```

***

## 3
2 unconnected molecules or ions with the total composition C13H19N. Source: OMol25; level of theory: ωB97M-V/def2-TZVPD.

Results
* M: 189.3 g mol⁻¹
* LUMO: 0.9 eV
* total charge: 0
* Kohn-Sham gap: 8.51 eV

```
33
C13H19N ωB97M-V/def2-TZVPD
C -3.840 -0.995 -1.510
C -2.926 0.084 -1.043
C -2.336 1.045 -1.814
N -1.391 1.697 -1.082
C -1.448 1.256 0.225
C -0.791 1.717 1.382
C -1.209 1.107 2.542
C -2.318 0.234 2.685
C -2.785 -0.371 1.537
C -2.446 0.223 0.268
H -4.492 -0.540 -2.259
H -4.331 -1.504 -0.712
H -3.137 -1.748 -2.025
H -2.447 1.221 -2.894
H -0.807 2.364 -1.538
H 0.176 2.226 1.365
H -0.683 1.342 3.462
H -2.755 0.130 3.626
H -3.574 -1.213 1.574
C 2.566 -1.662 0.672
C 3.067 -0.821 -0.555
C 2.210 0.495 -0.861
C 4.571 -0.545 -0.377
H 3.144 -1.640 1.588
H 2.637 -2.695 0.296
H 1.543 -1.430 0.997
H 2.899 -1.457 -1.408
H 2.840 1.366 -0.829
H 1.961 0.602 -1.931
H 1.389 0.632 -0.156
H 5.074 -0.931 -1.322
H 4.574 0.543 -0.453
H 5.062 -0.732 0.551
```

***

2 wins, 0.581 eV ahead of the next structure.

***

## 1
A single FH2OP molecule. Source: OMol25; level of theory: ωB97M-V/def2-TZVPD.

Results
* M: 68.0 g mol⁻¹
* LUMO: 0.3 eV
* total charge: 0
* Kohn-Sham gap: 10.96 eV

```
5
FH2OP ωB97M-V/def2-TZVPD
F -0.188 0.227 1.994
O -0.039 0.656 0.613
P -0.096 -0.627 -0.401
H 1.120 -0.359 -0.925
H -0.797 0.103 -1.281
```

***

## 2
2 unconnected molecules or ions with the total composition FH2OP. Source: OMol25; level of theory: ωB97M-V/def2-TZVPD.

Results
* M: 68.0 g mol⁻¹
* LUMO (alpha / beta): -1.6 / -2.4 eV
* total charge: 0
* Kohn-Sham gap (alpha / beta): 9.22 / 6.85 eV

```
5
FH2OP ωB97M-V/def2-TZVPD
O -1.592 0.498 -0.644
F -2.282 -0.080 0.399
P 1.172 -0.758 -0.099
H 0.565 0.225 0.882
H 2.137 0.114 -0.538
```

***

1 wins, 3.083 eV ahead of the next structure.